This record from the OMol25 dataset describes a molecular structure, C29H27CdN6O3S. The level of theory is wB97M-V/def2-TZVPD.

Results
Largest force on an atom (eV/Å): 14.7
LUMO (alpha / beta) (eV): 2.1 / 2.1
Frontier orbital gap (alpha / beta) (eV): 3.056 / 3.495
Total charge: -1

CARTESIAN COORDINATES (ANGSTROEM)
H1 -1.0073 -0.9561 -6.1333
C1 -1.4779 2.3772 4.1683
H2 5.1356 -0.1395 -4.8756
H3 -3.0504 4.4553 1.0260
N1 1.0844 -2.6365 -0.1738
C2 -3.1966 2.5231 -2.2709
Cd1 -0.8901 0.5546 1.7918
C3 -2.0815 0.8753 -3.6425
C4 -0.0510 -2.6135 -0.9421
C5 -3.6475 3.6650 0.5621
H4 -1.4070 -1.5735 -4.5280
C6 0.5356 -0.9139 5.5207
H5 1.0710 -1.8247 5.7661
H6 4.3358 0.8065 -2.7395
C7 4.1850 -0.2520 -2.9456
C8 4.6362 -0.7843 -4.1557
N2 -0.2070 -1.0521 0.6743
N3 -0.4990 0.4672 3.8292
H7 2.0969 -2.3465 2.4851
H8 -3.8739 3.3629 -2.2098
C9 -0.7976 1.3274 4.8256
N4 2.8763 -4.5954 -2.4202
H9 2.8787 -1.1036 1.4777
H10 3.0028 -3.2988 0.3549
C10 -2.7485 2.5022 0.2507
H11 -4.4213 3.3327 1.2602
C11 -0.8263 -1.6148 -0.4084
H12 -3.1912 5.1970 3.0799
C12 -1.4641 0.3611 -2.4938
C13 4.4487 -2.1387 -4.4575
H13 3.1757 -0.6181 -1.0668
N5 2.7825 -3.4691 -1.6836
H14 0.4753 -0.1731 7.5458
C14 -0.4857 1.1677 6.1609
O1 -1.1262 0.4380 -0.1485
H15 1.8472 -4.5521 -0.1681
C15 3.7978 -2.9501 -3.5178
O2 -1.9191 0.4099 -4.9223
S1 -2.1401 3.7907 4.7883
C16 3.5348 -1.0486 -1.9952
H16 -3.4310 2.3640 -4.4047
C17 3.3589 -2.3986 -2.3185
C18 0.1680 -0.6443 4.2086
H17 -0.0191 -0.4368 -4.7652
C19 -2.5677 1.9917 -1.1374
C20 -1.6804 0.8939 -1.2068
C21 -2.3177 3.3313 2.2580
H18 4.7948 -2.5572 -5.3963
H19 -1.7980 -1.2742 -0.7427
C22 0.2013 0.0101 6.5106
H20 -2.5516 3.4354 1.2067
H21 -0.7604 1.9053 6.9042
H22 0.4081 -1.3364 3.4065
C23 -2.9484 1.9591 -3.5214
C24 0.9352 -1.6929 0.8185
H23 -4.1426 4.0876 -0.3099
H24 0.2021 -0.6348 2.4823
H25 -0.2041 -3.2751 -1.7849
H26 -0.7824 -0.4833 -2.5517
C25 -1.6218 2.2233 2.8204
N6 3.4901 -4.2831 -3.5532
C26 -2.6619 4.2643 3.2185
O3 -2.1224 1.9241 1.1441
C27 2.2075 -3.5351 -0.3568
C28 -1.0383 -0.6966 -5.0705
C29 1.9256 -1.4403 1.8962
H27 1.5621 -0.6618 2.5745